A 9-piece molecular cluster, C47H110N12O9 overall in a non-equilibrium geometry, computed with ωB97M-V/def2-TZVPD.

Computed properties:
**Relative energy (zero: lowest compared OMol25 entry of this formula, charge and spin)**: 0.0000 eV
**SMILES string**: CC1(C)CCCC(C)(C)N1O.CC1(C)CCCC(C)(C)N1O.CC1(C)CCCC(C)(C)N1O.CC1(C)CCCC(C)(C)N1O.COC[C@H](C)N.COC[C@H](C)N.NC(N)=O.NC(N)=O.NC(N)=O

ORCA input file:
```
! wB97M-V def2-TZVPD RIJCOSX def2/J DEFGRID3
* xyz 0 1
C 10.98 17.64 14.05
C 10.93 19.05 14.58
C 12.35 19.66 14.85
C 10.35 19.96 13.45
C 8.79 19.84 13.28
C 8.23 20.09 14.69
C 8.74 19.07 15.80
C 8.25 19.77 17.11
C 8.10 17.74 15.58
N 10.23 19.11 15.81
O 10.74 18.40 16.87
H 11.75 17.51 13.29
H 11.00 16.89 14.84
H 10.19 17.33 13.36
H 12.26 20.72 15.05
H 13.00 19.03 15.46
H 12.95 19.68 13.94
H 10.68 20.99 13.55
H 10.77 19.54 12.53
H 8.46 20.45 12.44
H 8.48 18.86 12.95
H 7.15 19.91 14.61
H 8.16 21.09 15.10
H 8.45 20.82 17.30
H 8.56 19.10 17.91
H 7.17 19.60 17.07
H 7.04 17.89 15.39
H 8.12 17.07 16.44
H 8.38 17.20 14.67
H 10.66 17.50 16.53
C 12.79 21.80 11.17
C 14.21 21.25 10.79
C 14.36 19.91 11.52
C 14.18 20.97 9.18
C 14.14 22.26 8.35
C 15.38 23.07 8.72
C 15.57 23.40 10.29
C 17.01 23.86 10.53
C 14.65 24.48 10.76
N 15.33 22.13 11.08
O 15.62 22.42 12.44
H 13.00 22.39 12.07
H 12.42 22.56 10.49
H 12.02 21.04 11.28
H 14.60 20.03 12.57
H 13.47 19.29 11.37
H 15.13 19.32 11.02
H 15.14 20.51 8.93
H 13.42 20.27 8.83
H 14.22 22.17 7.27
H 13.33 22.93 8.66
H 15.37 23.93 8.05
H 16.23 22.47 8.41
H 17.79 23.10 10.50
H 17.16 24.31 11.51
H 17.27 24.51 9.70
H 15.00 25.50 10.61
H 14.56 24.48 11.84
H 13.62 24.45 10.40
H 16.50 22.07 12.59
C 10.46 11.12 14.98
C 9.63 11.52 13.82
C 8.89 10.25 13.35
C 8.55 12.59 14.24
C 9.18 14.00 14.33
C 9.91 14.27 12.99
C 11.03 13.31 12.59
C 11.30 13.62 11.08
C 12.30 13.67 13.34
N 10.49 11.95 12.60
O 11.52 11.06 12.33
H 10.99 10.22 14.69
H 11.33 11.77 15.10
H 9.90 11.07 15.92
H 9.47 9.40 13.00
H 8.14 9.91 14.06
H 8.23 10.58 12.54
H 7.75 12.57 13.50
H 8.15 12.54 15.25
H 8.36 14.69 14.47
H 9.74 14.03 15.27
H 10.30 15.28 13.05
H 9.18 14.38 12.19
H 11.60 14.65 10.86
H 10.41 13.46 10.48
H 12.04 12.95 10.64
H 12.47 13.25 14.33
H 12.32 14.76 13.39
H 13.16 13.23 12.83
H 11.31 10.92 11.41
C 17.27 15.84 10.03
C 16.60 15.39 11.40
C 15.04 15.42 11.23
C 16.90 13.82 11.62
C 18.30 13.54 12.29
C 18.56 14.45 13.57
C 18.27 15.96 13.27
C 18.32 16.61 14.63
C 19.56 16.50 12.53
N 16.97 16.17 12.56
O 16.70 17.44 12.32
H 16.87 15.28 9.19
H 17.06 16.89 9.79
H 18.34 15.65 10.15
H 14.48 15.29 12.16
H 14.66 16.39 10.90
H 14.63 14.64 10.59
H 16.06 13.46 12.22
H 16.84 13.24 10.70
H 18.44 12.48 12.54
H 19.11 13.62 11.56
H 19.59 14.38 13.91
H 18.09 14.02 14.45
H 18.14 17.69 14.64
H 19.34 16.61 15.00
H 17.61 16.27 15.38
H 20.19 15.65 12.30
H 20.25 17.14 13.07
H 19.39 17.02 11.59
H 17.20 17.57 11.51
C 16.01 20.27 15.97
O 17.01 20.79 16.90
C 18.03 19.86 17.16
C 19.29 20.53 17.79
C 20.35 19.57 18.26
N 18.95 21.31 18.97
H 15.47 19.41 16.37
H 16.44 19.93 15.02
H 15.29 21.00 15.62
H 17.61 19.00 17.69
H 18.48 19.57 16.22
H 19.78 21.14 17.04
H 20.07 18.82 19.00
H 21.12 20.17 18.77
H 20.90 19.01 17.51
H 19.80 21.51 19.47
H 18.75 20.64 19.70
C 15.45 13.09 21.27
O 14.01 12.77 21.09
C 13.22 13.90 20.58
C 13.14 13.96 19.04
C 12.83 12.67 18.24
N 14.32 14.55 18.40
H 15.48 14.05 21.79
H 15.91 13.17 20.29
H 16.06 12.36 21.80
H 12.24 13.69 21.01
H 13.53 14.84 21.04
H 12.39 14.71 18.75
H 13.01 12.89 17.19
H 11.77 12.42 18.33
H 13.40 11.81 18.61
H 14.00 15.05 17.58
H 14.85 13.78 18.01
N 17.03 11.14 16.11
C 16.55 12.05 16.85
N 17.29 12.08 17.95
O 15.62 12.82 16.66
H 16.49 11.06 15.26
H 17.73 10.48 16.40
H 17.11 12.91 18.49
H 18.12 11.51 18.08
N 14.67 17.09 14.15
C 14.37 16.10 14.94
N 15.19 15.09 14.86
O 13.44 16.14 15.66
H 15.51 17.02 13.59
H 14.14 17.93 14.32
H 15.88 15.14 14.13
H 14.97 14.23 15.34
N 14.69 9.01 13.02
C 15.15 10.10 13.51
N 14.18 10.78 13.92
O 16.31 10.47 13.57
H 13.74 8.69 13.13
H 15.37 8.50 12.47
H 14.40 11.54 14.54
H 13.27 10.34 13.87
*
```


C41H48BeN6P2S2 as an isolated structure, computed with ωB97M-V/def2-TZVPD.

ORCA input file:
```
! wB97M-V def2-TZVPD RIJCOSX def2/J DEFGRID3
* xyz 0 1
Be 0.00 -0.18 -0.17
S 0.94 0.04 3.12
P 2.39 0.00 1.75
C 1.74 -0.02 0.16
P 2.17 -0.54 -1.39
S 0.40 -0.29 -2.37
C 3.53 0.29 -2.31
C 4.52 1.03 -1.68
C 5.54 1.62 -2.42
C 5.57 1.48 -3.80
C 4.59 0.74 -4.44
C 3.57 0.14 -3.71
C 2.71 -2.28 -1.75
C 4.03 -2.66 -1.54
C 4.44 -3.97 -1.74
C 3.54 -4.93 -2.18
C 2.22 -4.56 -2.42
C 1.81 -3.25 -2.21
C 3.50 1.43 2.07
C 4.18 1.49 3.29
C 4.98 2.58 3.60
C 5.12 3.63 2.70
C 4.45 3.58 1.49
C 3.64 2.49 1.18
C 3.61 -1.32 2.15
C 3.41 -2.19 3.22
C 4.36 -3.16 3.52
C 5.52 -3.26 2.77
C 5.74 -2.37 1.72
C 4.79 -1.41 1.42
H 4.50 1.14 -0.61
H 6.31 2.19 -1.91
H 6.37 1.94 -4.37
H 4.61 0.63 -5.52
H 2.80 -0.43 -4.21
H 4.76 -1.92 -1.23
H 5.48 -4.25 -1.57
H 3.86 -5.95 -2.35
H 1.51 -5.29 -2.78
H 0.78 -2.95 -2.40
H 4.07 0.68 4.00
H 5.49 2.61 4.56
H 5.74 4.48 2.94
H 4.55 4.39 0.77
H 3.12 2.45 0.24
H 2.51 -2.08 3.81
H 4.19 -3.83 4.35
H 6.27 -4.01 3.01
H 6.66 -2.43 1.14
H 4.98 -0.70 0.62
C -0.51 -4.14 2.60
N -0.48 -3.35 1.38
C 0.80 -3.32 0.71
C -1.46 -2.49 1.06
N -1.24 -1.44 0.29
C -2.40 -0.85 -0.33
C -3.41 -1.54 -1.00
C -4.49 -0.85 -1.54
C -4.54 0.54 -1.44
C -3.48 1.23 -0.86
C -2.40 0.54 -0.32
N -1.17 1.11 0.10
C -1.15 2.29 0.67
N -2.06 2.65 1.61
C -2.57 4.00 1.75
C -2.64 1.65 2.49
N -0.22 3.21 0.34
C 0.45 3.12 -0.95
C 0.40 4.05 1.37
N -2.70 -2.79 1.59
C -3.30 -4.09 1.37
C -3.55 -1.78 2.20
H 0.45 -4.01 3.11
H -0.65 -5.20 2.38
H -1.30 -3.80 3.27
H 1.17 -4.34 0.56
H 1.51 -2.77 1.31
H 0.71 -2.84 -0.25
H -3.35 -2.62 -1.09
H -5.28 -1.39 -2.05
H -5.37 1.08 -1.86
H -3.48 2.32 -0.86
H -2.16 4.64 0.97
H -2.32 4.43 2.72
H -3.66 3.99 1.64
H -1.94 0.83 2.59
H -3.60 1.28 2.12
H -2.79 2.10 3.48
H -0.20 2.65 -1.68
H 1.36 2.53 -0.89
H 0.69 4.14 -1.28
H -0.14 3.96 2.30
H 0.41 5.09 1.04
H 1.42 3.72 1.54
H -2.66 -4.69 0.72
H -4.27 -3.97 0.89
H -3.45 -4.64 2.31
H -2.97 -0.89 2.40
H -3.92 -2.17 3.15
H -4.40 -1.51 1.57
*
```


C26H30F4IN2ORuSi as an isolated structure, computed with ωB97M-V/def2-TZVPD.

Computed properties:
**Relative energy (zero: lowest compared OMol25 entry of this formula, charge and spin)**: 0.0000 eV

ORCA input file:
```
! wB97M-V def2-TZVPD RIJCOSX def2/J DEFGRID3
* xyz 1 1
Ru 0.02 1.99 -0.72
C -2.83 1.21 -1.06
N -2.01 2.32 -0.54
C -2.49 3.61 -1.14
C -2.19 2.39 0.94
C -1.11 3.27 1.55
N 0.14 2.91 0.87
C 1.41 3.18 1.42
C 2.51 2.61 0.78
F 2.27 1.86 -0.33
C 3.80 2.78 1.22
F 4.79 2.19 0.56
C 4.05 3.55 2.34
C 2.98 4.13 2.98
F 3.17 4.88 4.06
C 1.67 3.96 2.54
F 0.69 4.57 3.20
H -3.88 1.40 -0.83
H -2.51 0.28 -0.60
H -2.70 1.14 -2.14
H -2.24 4.44 -0.49
H -3.57 3.56 -1.25
H -2.04 3.77 -2.12
H -2.10 1.37 1.31
H -3.19 2.76 1.17
H -1.04 3.07 2.62
H -1.31 4.34 1.43
H 5.06 3.70 2.70
I 0.32 2.73 -3.15
C 2.25 -1.20 1.40
C 2.03 -1.82 0.01
C 3.09 -1.27 -0.96
C 2.22 -3.34 0.14
Si 0.25 -1.48 -0.50
O -0.09 0.19 -0.56
C -0.98 -2.04 0.77
C -1.65 -3.26 0.61
C -2.55 -3.71 1.57
C -2.79 -2.96 2.71
C -2.12 -1.76 2.89
C -1.23 -1.31 1.93
C -0.28 -2.08 -2.18
C -1.63 -2.03 -2.52
C -2.09 -2.47 -3.75
C -1.20 -2.99 -4.68
C 0.15 -3.07 -4.36
C 0.60 -2.62 -3.13
H 3.30 -1.33 1.69
H 1.63 -1.69 2.15
H 2.03 -0.13 1.42
H 4.08 -1.46 -0.55
H 3.00 -0.20 -1.12
H 3.05 -1.74 -1.94
H 3.24 -3.55 0.48
H 2.08 -3.86 -0.81
H 1.53 -3.77 0.86
H -1.49 -3.85 -0.28
H -3.06 -4.65 1.42
H -3.49 -3.32 3.45
H -2.29 -1.18 3.79
H -0.68 -0.38 2.11
H -2.36 -1.68 -1.79
H -3.15 -2.43 -3.98
H -1.55 -3.34 -5.64
H 0.85 -3.49 -5.07
H 1.66 -2.71 -2.91
*
```


One molecule with the formula C30H40ClN7O3S, computed with ωB97M-V/def2-TZVPD.

Computed properties:
**Relative energy (zero: lowest compared OMol25 entry of this formula, charge and spin)**: 0.1571 eV
**SMILES string**: COc1cc(N2CCC(N3CCN(C)CC3)CC2)ccc1Nc1ncc(Cl)c(Nc2ccccc2S(=O)(=O)C(C)C)n1

ORCA input file:
```
! wB97M-V def2-TZVPD RIJCOSX def2/J DEFGRID3
* xyz 0 1
C 1.31 2.44 -1.96
O 0.90 1.11 -1.82
C 0.80 0.58 -0.55
C 1.06 1.28 0.61
C 0.94 0.67 1.87
N 1.17 1.43 3.00
C 0.71 0.96 4.29
C 0.47 2.15 5.22
C 1.77 2.96 5.38
N 1.71 4.09 6.30
C 0.62 5.03 6.09
C 0.89 6.28 6.92
N 0.95 5.94 8.32
C 1.10 7.10 9.16
C 2.01 4.97 8.54
C 1.75 3.72 7.70
C 2.22 3.40 3.99
C 2.42 2.17 3.11
C 0.52 -0.66 1.91
C 0.24 -1.36 0.75
C 0.38 -0.76 -0.49
N 0.13 -1.40 -1.70
C -0.26 -2.66 -1.97
N -0.49 -3.54 -0.99
C -0.87 -4.75 -1.36
C -1.03 -5.12 -2.68
Cl -1.55 -6.71 -3.12
C -0.76 -4.14 -3.66
N -0.92 -4.46 -4.97
C -0.73 -3.70 -6.10
C -0.20 -2.41 -6.08
C -0.02 -1.70 -7.25
C -0.36 -2.25 -8.48
C -0.89 -3.52 -8.52
C -1.09 -4.23 -7.35
S -1.87 -5.85 -7.52
O -1.62 -6.33 -8.86
O -1.45 -6.70 -6.43
C -3.68 -5.58 -7.36
C -4.12 -4.65 -8.47
C -3.98 -5.06 -5.97
N -0.39 -2.92 -3.29
H 2.32 2.60 -1.54
H 1.33 2.64 -3.03
H 0.61 3.13 -1.47
H 1.35 2.31 0.56
H -0.23 0.43 4.15
H 1.44 0.27 4.76
H -0.30 2.78 4.79
H 0.13 1.79 6.19
H 2.54 2.29 5.78
H 0.57 5.30 5.03
H -0.35 4.61 6.40
H 0.08 7.00 6.77
H 1.83 6.74 6.57
H 1.10 6.79 10.20
H 0.26 7.78 8.99
H 2.04 7.65 8.96
H 2.03 4.70 9.59
H 2.99 5.39 8.26
H 2.55 3.00 7.86
H 0.80 3.27 8.03
H 1.47 4.04 3.53
H 3.16 3.96 4.06
H 2.76 2.46 2.12
H 3.20 1.53 3.56
H 0.43 -1.17 2.86
H -0.08 -2.39 0.80
H 0.27 -0.82 -2.52
H -1.06 -5.45 -0.55
H -1.15 -5.44 -5.16
H 0.07 -1.99 -5.12
H 0.39 -0.70 -7.20
H -0.20 -1.70 -9.39
H -1.15 -4.00 -9.45
H -4.09 -6.58 -7.50
H -3.71 -3.65 -8.31
H -3.76 -5.03 -9.42
H -5.20 -4.57 -8.50
H -3.58 -5.75 -5.22
H -3.55 -4.08 -5.82
H -5.06 -4.99 -5.82
*
```


C20H39AgBN4O3S3Si as an isolated structure in a non-equilibrium geometry, computed with ωB97M-V/def2-TZVPD.

ORCA input file:
```
! wB97M-V def2-TZVPD RIJCOSX def2/J DEFGRID3
* xyz -1 1
Ag -1.29 2.26 -0.62
C 2.16 2.29 0.93
N 1.11 2.92 1.68
C 0.76 2.70 2.99
C -0.35 3.43 3.23
N -0.72 4.08 2.08
B -1.95 5.02 1.97
N -3.22 4.16 2.25
C -3.83 4.04 3.47
C -4.98 3.33 3.33
N -5.06 2.99 2.00
C -6.12 2.29 1.34
C -3.97 3.49 1.36
S -3.78 3.29 -0.30
C 0.17 3.75 1.13
S 0.28 4.33 -0.46
H 3.08 2.26 1.53
H 2.33 2.89 0.04
H 1.86 1.29 0.63
H 1.34 2.05 3.62
H -0.93 3.53 4.12
H -1.86 5.84 2.84
H -2.02 5.47 0.88
H -3.42 4.50 4.34
H -5.71 3.02 4.04
H -6.69 1.72 2.07
H -5.68 1.62 0.60
H -6.78 2.98 0.81
C 1.17 -1.67 2.25
C 2.28 -1.88 1.22
C 3.59 -1.26 1.71
C 2.49 -3.38 0.98
O 1.95 -1.24 0.00
Si 0.57 -1.33 -0.89
S -0.99 -0.18 -0.13
O 0.11 -2.90 -0.81
C -0.67 -3.68 -1.68
C -1.46 -4.66 -0.81
C 0.27 -4.45 -2.61
C -1.63 -2.83 -2.50
O 0.97 -1.04 -2.45
C 2.14 -0.58 -3.08
C 2.45 0.85 -2.64
C 3.32 -1.50 -2.76
C 1.88 -0.60 -4.59
H 1.46 -2.12 3.20
H 0.25 -2.13 1.89
H 0.98 -0.61 2.39
H 3.92 -1.77 2.62
H 3.46 -0.20 1.92
H 4.36 -1.37 0.95
H 2.69 -3.88 1.92
H 3.32 -3.53 0.30
H 1.59 -3.79 0.54
H -0.78 -5.27 -0.21
H -2.08 -5.32 -1.43
H -2.10 -4.10 -0.13
H 0.94 -5.08 -2.03
H 0.87 -3.74 -3.18
H -0.30 -5.07 -3.31
H -2.23 -2.22 -1.83
H -2.28 -3.46 -3.10
H -1.07 -2.16 -3.14
H 2.71 0.85 -1.58
H 1.58 1.48 -2.78
H 3.29 1.25 -3.21
H 3.46 -1.53 -1.68
H 4.23 -1.14 -3.24
H 3.11 -2.51 -3.11
H 1.04 0.04 -4.83
H 1.65 -1.61 -4.93
H 2.76 -0.24 -5.12
*
```


The evaluated highest occupied orbital energy for the records listed, in turn: -7.83 -6.94 -11.73 -7.13 -4.43 eV.
The evaluated LUMO for the records listed, in turn: 0.0115 0.0221 -0.1762 0.0177 0.0975 hartree.